# 1
83
Properties=species:S:1:pos:R:3 method="wB97M-V/def2-TZVPD" smiles="NCCC1=CC(=O)C(P(O)Br)=CC1=O.CO.CO.CO.CO.CO.CO.CO.CO.CO.CO" relative_energy_ev=0.0000 total_energy_ha=-4663.3253 orbital_gap_ev=7.465
N 3.26 0.54 1.36
C 3.43 -0.91 1.28
C 2.74 -1.49 0.04
C 1.25 -1.37 0.13
C 0.57 -0.34 -0.36
C -0.90 -0.21 -0.23
O -1.50 0.70 -0.76
C -1.62 -1.24 0.59
P -3.40 -1.16 1.02
O -3.43 0.30 1.77
Br -4.39 -0.72 -0.93
C -0.95 -2.28 1.09
C 0.51 -2.45 0.85
O 1.07 -3.45 1.24
H 2.37 0.76 1.80
H 3.97 0.95 1.96
H 3.01 -1.42 2.16
H 4.50 -1.14 1.24
H 3.08 -0.97 -0.85
H 3.00 -2.55 -0.02
H 1.07 0.46 -0.89
H -4.01 0.93 1.32
H -1.45 -3.04 1.67
C -7.13 0.61 3.01
O -6.45 -0.55 3.47
H -8.19 0.48 3.23
H -6.78 1.51 3.52
H -7.03 0.74 1.93
H -5.51 -0.43 3.27
C 2.40 2.34 -2.40
O 3.35 1.40 -1.88
H 2.50 2.33 -3.49
H 1.38 2.07 -2.14
H 2.59 3.35 -2.04
H 3.26 1.41 -0.91
C -0.96 2.75 -3.90
O -0.38 3.58 -2.89
H -0.14 2.27 -4.43
H -1.59 1.98 -3.45
H -1.55 3.34 -4.61
H -1.09 4.00 -2.41
C 6.50 1.23 -3.22
O 6.31 2.34 -2.36
H 7.54 0.93 -3.19
H 5.88 0.39 -2.90
H 6.25 1.49 -4.25
H 5.37 2.55 -2.39
C -2.06 5.66 -6.75
O -2.78 4.49 -6.39
H -1.42 5.91 -5.91
H -1.43 5.49 -7.63
H -2.73 6.50 -6.95
H -3.35 4.25 -7.12
C -8.79 3.77 1.55
O -9.22 2.43 1.75
H -8.36 4.11 2.49
H -8.04 3.85 0.76
H -9.63 4.43 1.30
H -9.61 2.11 0.93
C 1.35 -5.32 -1.73
O 0.66 -5.80 -0.58
H 0.82 -5.69 -2.60
H 1.36 -4.22 -1.76
H 2.38 -5.68 -1.76
H 1.11 -5.44 0.20
C 0.88 -6.21 3.30
O 0.06 -7.17 2.65
H 0.61 -6.23 4.35
H 1.95 -6.47 3.22
H 0.72 -5.21 2.90
H 0.28 -7.19 1.71
C 7.81 3.90 0.90
O 6.74 3.08 0.46
H 7.78 3.91 1.99
H 8.78 3.51 0.58
H 7.71 4.93 0.55
H 6.75 3.06 -0.51
C -1.50 -4.43 6.38
O -1.51 -4.26 4.97
H -1.99 -3.55 6.81
H -2.06 -5.32 6.69
H -0.49 -4.49 6.78
H -1.09 -5.03 4.58


# 2
55
Properties=species:S:1:pos:R:3 method="wB97M-V/def2-TZVPD" charge=-1 total_energy_ha=-6742.0634 orbital_gap_ev="2.521 / 8.509" multiplicity=2
Zn -7.58 -24.13 0.01
C -4.48 -26.23 2.36
F -5.03 -27.49 2.33
F -3.47 -26.20 3.30
F -3.86 -25.90 1.11
S -5.87 -24.92 2.73
O -7.04 -25.64 3.00
O -5.43 -24.11 3.85
N -6.13 -23.92 1.28
S -4.95 -22.89 1.33
O -3.68 -23.26 1.95
O -4.85 -22.30 0.02
C -5.83 -21.54 2.39
F -4.90 -20.92 3.05
F -6.32 -20.70 1.53
F -6.83 -21.98 3.16
C -8.00 -27.34 -2.62
F -6.62 -27.38 -2.75
F -8.55 -26.36 -3.30
F -8.48 -28.56 -2.94
S -8.43 -26.96 -0.76
O -9.38 -27.93 -0.30
O -7.15 -27.02 -0.07
N -8.93 -25.25 -0.70
S -10.49 -25.45 -0.90
O -11.00 -26.46 -1.84
O -11.16 -25.46 0.41
C -11.03 -23.78 -1.67
F -10.70 -22.75 -0.92
F -10.53 -23.64 -2.88
F -12.36 -23.73 -1.74
C -4.88 -24.75 -2.05
O -6.25 -24.45 -1.71
C -6.94 -23.59 -2.69
C -7.20 -22.14 -2.02
O -7.87 -22.34 -0.77
C -8.57 -21.16 -0.29
H -4.46 -25.52 -1.39
H -4.22 -23.88 -1.95
H -4.83 -25.20 -3.04
H -7.93 -23.97 -2.91
H -6.40 -23.42 -3.62
H -7.77 -21.50 -2.70
H -6.22 -21.68 -1.99
H -9.50 -20.88 -0.79
H -7.84 -20.35 -0.28
H -8.90 -21.22 0.74
Cl -9.22 -23.41 2.04
C -10.69 -23.32 3.04
C -10.38 -23.03 4.57
Cl -9.13 -24.14 5.19
H -11.37 -24.16 2.90
H -11.19 -22.43 2.67
H -11.27 -23.18 5.17
H -10.00 -22.01 4.69


# 3
23
Properties=species:S:1:pos:R:3 method="wB97M-V/def2-TZVPD" relative_energy_ev=6.1471 total_energy_ha=-496.5667 orbital_gap_ev=8.923
C 0.49 1.92 -0.26
C 1.82 0.02 -0.20
C -4.11 -0.60 -0.66
C 3.02 -0.43 -0.33
C -3.13 -0.60 0.13
C -0.47 1.53 0.84
C 3.75 -1.51 0.34
C -1.68 -0.29 -0.28
N 1.52 1.29 -0.65
N -0.85 0.13 0.76
O 0.70 -0.58 0.54
H 0.18 2.97 -0.66
H -5.19 -0.94 -0.31
H -3.99 -0.19 -1.67
H 3.55 0.30 -1.00
H -3.29 -0.72 1.18
H 0.06 1.70 1.73
H -1.29 2.21 0.83
H 2.98 -2.21 0.75
H 4.52 -1.17 1.07
H 4.29 -2.10 -0.46
H -1.56 0.42 -1.12
H -1.30 -1.18 -0.56


# 4
47
Properties=species:S:1:pos:R:3 method="wB97M-V/def2-TZVPD" charge=+1 total_energy_ha=-2995.7275 orbital_gap_ev="8.941 / 2.886" multiplicity=2
Ca 0.08 -0.31 0.22
Cl -3.01 -1.16 -2.63
O -4.35 -0.72 -2.68
O -2.30 -0.96 -3.89
O -2.19 -0.78 -1.48
O -3.17 -2.54 -2.62
Cl -2.42 2.36 1.96
O -1.68 1.56 1.01
O -3.78 2.40 1.52
O -2.34 1.74 3.25
O -1.89 3.71 1.98
C -1.31 3.36 -2.80
C -0.49 2.51 -2.00
N 0.19 1.81 -1.39
H -1.57 2.85 -3.73
H -0.76 4.25 -3.08
H -2.11 3.79 -2.19
C 0.78 2.68 3.94
C 0.76 1.40 3.30
N 0.72 0.43 2.73
H 0.19 3.40 3.37
H 1.83 2.88 4.17
H 0.33 2.49 4.91
C 3.48 -3.56 1.57
C 2.20 -2.97 1.24
N 1.20 -2.48 0.91
H 4.24 -3.44 0.79
H 3.33 -4.62 1.78
H 3.78 -3.01 2.46
C -4.15 -2.36 0.89
C -2.77 -2.04 1.27
N -1.71 -1.79 1.62
H -4.30 -2.91 -0.04
H -4.59 -1.36 0.82
H -4.65 -2.81 1.74
C 0.92 -0.78 -4.35
C 1.00 -1.14 -2.96
N 1.18 -1.47 -1.80
H 0.23 0.06 -4.34
H 0.56 -1.68 -4.84
H 1.87 -0.53 -4.82
C 4.97 0.27 0.74
C 3.53 0.36 0.59
N 2.35 0.48 0.42
H 5.48 1.23 0.62
H 5.20 -0.57 0.08
H 5.15 -0.05 1.77


# 5
64
Properties=species:S:1:pos:R:3 method="wB97M-V/def2-TZVPD" total_energy_ha=-3618.8590 orbital_gap_ev=6.515
Cl -5.11 -0.58 0.63
B -3.98 -0.36 -0.83
Cl -3.42 -1.98 -1.56
Cl -4.77 0.63 -2.20
O -2.76 0.33 -0.31
C -2.44 1.58 -0.32
C -2.22 2.27 0.92
C -1.79 3.61 0.86
C -1.21 4.19 1.97
C -1.18 3.47 3.18
Cl -0.33 4.13 4.52
C -1.81 2.22 3.29
C -2.32 1.60 2.17
H -2.51 2.12 -1.27
H -1.87 4.13 -0.10
H -0.75 5.18 1.92
H -1.84 1.74 4.27
H -2.80 0.62 2.23
C -3.29 -0.91 -5.05
O -2.35 -0.15 -4.29
C -1.22 -0.74 -3.84
O -0.71 -1.73 -4.33
C -0.77 0.02 -2.61
C 0.65 -0.01 -2.10
C 0.65 0.68 -0.76
C 0.22 1.97 -0.59
N 0.80 -0.13 0.42
O 2.21 -0.49 0.61
Si 3.02 0.45 1.83
C 3.57 -0.78 3.12
C 4.45 1.29 0.99
C 1.73 1.58 2.58
O 0.12 -1.30 0.19
Si 0.94 -2.82 0.08
C 1.24 -3.46 1.80
C -0.40 -3.63 -0.91
C 2.52 -2.78 -0.91
H -4.19 -0.30 -5.03
H -2.92 -1.03 -6.07
H -3.50 -1.88 -4.59
H -1.09 1.07 -2.75
H -1.38 -0.41 -1.81
H 1.01 -1.04 -2.00
H 1.28 0.54 -2.81
H 0.62 2.52 0.26
H -0.22 2.51 -1.43
H 3.91 -0.22 4.00
H 2.75 -1.44 3.42
H 4.40 -1.40 2.76
H 4.94 1.98 1.69
H 5.20 0.56 0.66
H 4.12 1.87 0.12
H 1.65 1.39 3.66
H 1.95 2.65 2.46
H 0.75 1.37 2.12
H 1.30 -4.56 1.75
H 2.18 -3.11 2.24
H 0.42 -3.21 2.48
H -0.20 -4.70 -1.06
H -1.38 -3.52 -0.43
H -0.49 -3.17 -1.91
H 2.53 -3.65 -1.58
H 2.68 -1.88 -1.52
H 3.39 -2.88 -0.24


# 6
95
Properties=species:S:1:pos:R:3 method="wB97M-V/def2-TZVPD" total_energy_ha=-3049.3312 orbital_gap_ev="6.740 / 4.633" multiplicity=5
Ru -0.16 0.37 -0.22
C -1.76 1.20 2.36
C -0.68 2.02 1.96
C -0.83 2.23 0.51
Si 0.84 2.41 2.99
C -1.96 1.43 0.07
C -2.50 0.74 1.24
Si -3.66 -0.74 1.24
H -2.02 0.98 3.41
H -0.43 3.06 -0.06
H -2.48 1.61 -0.86
Cl 1.56 0.30 -4.55
C -3.69 -1.54 2.93
C -5.36 -0.22 0.68
C 0.74 1.55 4.65
C 1.03 4.26 3.18
H -5.86 0.27 1.52
H -5.97 -1.09 0.39
H -5.35 0.49 -0.16
H -2.75 -2.03 3.19
H -4.48 -2.31 2.93
H -3.92 -0.79 3.69
H 0.29 4.61 3.92
H 0.85 4.82 2.25
H 2.03 4.52 3.55
H -0.22 1.80 5.13
H 1.56 1.92 5.28
H 0.83 0.46 4.57
C -2.81 -1.96 0.05
C 2.25 1.60 2.02
P -1.95 -1.14 -1.34
H -3.56 -2.69 -0.29
H -2.05 -2.52 0.62
P 2.03 1.66 0.21
H 2.30 0.53 2.31
H 3.20 2.06 2.33
C 3.65 1.14 -0.55
C 2.12 3.51 -0.22
C -3.35 -0.33 -2.34
C -1.50 -2.48 -2.56
C -0.01 -2.74 -2.50
H -1.74 -2.06 -3.55
C -2.29 -3.78 -2.35
H -2.12 -4.18 -1.34
H -1.93 -4.52 -3.07
H -3.37 -3.66 -2.51
H 0.57 -1.83 -2.72
H 0.27 -3.48 -3.27
H 0.28 -3.12 -1.52
H -3.80 0.36 -1.61
C -4.44 -1.31 -2.81
C -2.83 0.48 -3.54
H -4.90 -1.88 -1.99
H -4.06 -2.00 -3.58
H -5.24 -0.71 -3.28
H -2.30 1.38 -3.23
H -3.70 0.79 -4.14
H -2.16 -0.11 -4.18
H 1.28 3.93 0.36
C 1.88 3.79 -1.71
C 3.40 4.21 0.24
H 3.61 4.10 1.31
H 3.29 5.29 0.04
H 4.28 3.86 -0.33
H 0.85 3.58 -2.01
H 2.55 3.21 -2.36
H 2.07 4.86 -1.89
C 3.52 -0.25 -1.13
C 4.83 1.23 0.42
H 3.81 1.85 -1.39
H 4.66 0.59 1.29
H 5.04 2.25 0.76
H 5.73 0.86 -0.10
H 3.31 -0.98 -0.33
H 4.46 -0.53 -1.63
H 2.73 -0.31 -1.89
C 0.08 1.04 -2.07
H -0.51 1.96 -2.24
H 1.14 1.25 -2.29
H -0.22 0.28 -2.81
C 0.19 -1.74 2.62
C 1.09 -2.55 1.77
C 1.75 -3.74 2.21
C 2.50 -4.20 1.12
C 2.28 -3.27 0.06
C 2.90 -3.42 -1.27
N 1.42 -2.28 0.47
H 0.58 -0.73 2.75
H 0.09 -2.19 3.62
H -0.81 -1.69 2.18
H 1.65 -4.17 3.20
H 3.14 -5.07 1.06
H 4.00 -3.41 -1.17
H 2.62 -4.39 -1.72
H 2.61 -2.62 -1.97


# 7
99
Properties=species:S:1:pos:R:3 method="wB97M-V/def2-TZVPD" charge=-2 relative_energy_ev=0.7364 total_energy_ha=-6072.3940 orbital_gap_ev=5.376
Pb -1.54 -0.67 0.31
C 0.66 6.91 -1.09
C -0.16 5.78 -0.54
C -0.97 5.02 -1.38
C -1.80 4.04 -0.86
C -1.82 3.81 0.50
C -0.98 4.51 1.34
C -0.15 5.49 0.82
S -3.07 2.68 1.15
O -3.69 3.40 2.25
O -3.94 2.37 0.05
N -2.30 1.35 1.60
C -1.65 1.16 2.75
C -1.67 1.99 3.89
C -0.95 1.62 5.00
C -0.21 0.44 4.99
C -0.25 -0.33 3.85
N -0.93 0.02 2.77
H 0.85 6.76 -2.15
H 1.60 7.01 -0.57
H 0.11 7.85 -0.98
H -0.95 5.19 -2.44
H -2.45 3.45 -1.48
H -0.98 4.30 2.40
H 0.50 6.05 1.48
H -2.30 2.87 3.88
H -0.96 2.24 5.89
H 0.36 0.13 5.86
H 0.26 -1.28 3.78
N -1.86 -0.62 -2.25
C -3.16 -0.79 -2.88
C -4.24 -0.05 -2.08
C -4.72 -0.97 -0.92
O -5.84 -1.46 -1.03
O -3.91 -1.16 0.02
H -1.45 0.31 -2.42
H -1.18 -1.32 -2.54
H -3.41 -1.85 -2.91
H -3.15 -0.42 -3.92
H -5.09 0.18 -2.72
H -3.84 0.86 -1.64
O -0.39 1.72 -2.53
C 0.25 1.85 -1.48
O 0.13 1.24 -0.40
C 1.37 2.91 -1.50
C 1.69 3.56 -2.69
C 2.70 4.51 -2.71
C 3.39 4.83 -1.54
C 3.06 4.18 -0.37
C 2.05 3.21 -0.34
N 3.78 4.51 0.82
O 4.36 5.59 0.85
O 3.80 3.71 1.74
N 3.05 5.18 -3.92
O 2.47 4.86 -4.95
O 3.91 6.05 -3.87
H 1.14 3.31 -3.59
H 4.19 5.56 -1.56
H 1.79 2.70 0.58
Br -4.55 -7.94 3.72
C -4.32 -6.26 2.82
C -5.43 -5.66 2.26
C -5.26 -4.45 1.61
C -4.01 -3.86 1.53
C -2.91 -4.48 2.12
C -3.07 -5.69 2.78
C -1.51 -3.83 2.06
O -0.72 -4.16 2.94
O -1.31 -3.08 1.08
H -6.40 -6.14 2.31
H -6.12 -3.96 1.16
H -3.88 -2.91 1.03
H -2.21 -6.16 3.24
C 5.07 -2.74 -0.43
N 3.71 -2.76 0.06
N 2.70 -2.80 -0.92
C 1.63 -1.97 -0.54
O 0.63 -1.84 -1.20
C 2.06 -1.37 0.70
C 3.29 -1.83 1.00
C 4.18 -1.49 2.14
C 2.56 -3.94 -1.71
C 1.72 -3.91 -2.82
C 1.55 -5.04 -3.58
C 2.24 -6.21 -3.27
C 3.08 -6.24 -2.17
C 3.23 -5.12 -1.38
H 5.17 -3.47 -1.23
H 5.74 -3.01 0.38
H 5.35 -1.76 -0.82
H 1.44 -0.69 1.26
H 3.61 -0.92 2.88
H 5.02 -0.88 1.81
H 4.57 -2.39 2.60
H 1.19 -3.00 -3.04
H 0.87 -5.03 -4.42
H 2.12 -7.09 -3.88
H 3.59 -7.15 -1.90
H 3.84 -5.17 -0.49